# C6H15ClLiN

A molecular structure, C6H15ClLiN at a distorted geometry (the ωB97M-V functional and the def2-TZVPD basis, the OMol25 dataset).

Each line ends with the Löwdin charge.
Atoms and positions in Å:
C1 -0.2840 -2.9236 0.4380  -0.095
H1 0.2572 -1.9275 2.1965  0.096
C2 0.3966 -1.7358 1.1325  -0.286
C3 -0.7669 1.0399 -1.1928  -0.098
H2 -1.6698 1.3941 -0.6955  0.076
H3 -1.3512 -2.7116 0.3720  0.078
H4 0.7957 1.4243 3.5384  0.066
H5 0.6690 -0.4565 -1.1418  0.114
H6 0.1932 -3.0803 -0.5293  0.067
C4 0.4877 0.5098 3.0316  -0.092
H7 1.4830 -1.7939 1.0656  0.114
N1 -0.2107 -0.4493 0.8019  -0.174
H8 0.1159 1.6103 1.2252  0.101
H9 -0.4550 0.1080 3.4031  0.077
H10 -0.9799 -1.0335 -1.1329  0.103
H11 -0.8299 1.0165 -2.2807  0.077
C5 -0.3014 -0.3205 -0.6645  -0.265
H12 1.2973 -0.1549 3.3326  0.058
Li1 -0.5613 6.0479 -9.1065  0.784
Cl1 -0.1961 4.2030 -6.4995  -0.784
C6 0.5089 0.6280 1.4875  -0.256
H13 -0.1309 -3.8285 1.0260  0.068
H14 1.5524 0.6294 1.1726  0.110
H15 -0.0197 1.8045 -0.9802  0.059

The HOMO-LUMO gap is 6.04 eV. The charge is 0. Its highest occupied orbital energy is -8.0122 eV. The calculation puts the energy relative to the best compared isomer or geometry (same formula, charge and spin) at 206.9 kJ/mol.

# C3H3AuO3

A molecular structure, C3H3AuO3 at a distorted geometry (the ωB97M-V functional and the def2-TZVPD basis, the OMol25 dataset).

Each line ends with the Mulliken spin population.
Atoms and positions in Å:
H1 0.1993 1.5997 1.7143  0.010
O1 2.0250 -0.3744 0.1827  0.110
H2 2.0974 -0.5638 -0.7806  0.021
C1 0.9357 -0.0035 0.5885  0.488
O2 -1.3271 -0.5301 -1.7750  0.035
H3 -0.1479 -0.1532 2.3765  0.011
Au1 -1.1688 -0.8051 -3.4776  0.919
C2 -1.1648 -0.0665 -0.7021  -0.026
C3 0.1765 0.5139 1.5695  0.233
O3 -1.6253 0.3831 0.3039  0.200

The HOMO-LUMO gap (alpha / beta) is 9.49 / 8.45 eV. The charge is +4. Its highest occupied orbital energy (alpha / beta) is -31.7197 / -33.1913 eV. The spin multiplicity is 3.

# C4H10N2O2

2 unconnected molecules or ions with the total composition C4H10N2O2 at a distorted geometry (the ωB97M-V functional and the def2-TZVPD basis, the OMol25 dataset).

Each line ends with the Löwdin charge.
Atoms and positions in Å:
C1 -1.1172 -0.4178 -2.3743  -0.572
O1 -0.4459 1.0912 2.1339  0.033
H1 -1.3881 1.1793 -0.8297  0.066
C2 0.6409 -1.0252 2.0545  -0.013
H2 0.2660 -1.9548 -2.1822  0.102
H3 -0.2307 -1.2586 1.4581  0.075
C3 0.6079 0.4965 2.0561  -0.607
C4 -1.5472 0.9689 -1.8936  -0.003
N1 1.7814 1.1206 1.7689  0.149
H4 0.0725 -0.7406 -0.8535  0.063
H5 2.6335 0.5864 1.7794  0.089
H6 2.0513 2.0864 1.6416  0.112
H7 1.5920 -1.4939 1.8130  0.074
O2 -1.6325 -0.8569 -3.3815  0.027
N2 -0.0381 -1.0816 -1.7927  0.150
H8 -2.6393 1.0253 -1.8593  0.085
H9 0.5052 -1.3497 3.0922  0.088
H10 -1.1117 1.6245 -2.6310  0.083

The HOMO-LUMO gap is 10.14 eV. The charge is 0. Its highest occupied orbital energy is -9.5884 eV. The calculation puts the energy relative to the best compared isomer or geometry (same formula, charge and spin) at 108.1 kJ/mol.

# C54H154N8O30

19 unconnected molecules or ions with the total composition C54H154N8O30 at a distorted geometry (the ωB97M-V functional and the def2-TZVPD basis, the OMol25 dataset).

Each line ends with the Löwdin charge.
Atoms and positions in Å:
N1 10.7461 15.7662 19.9242  0.042
H1 11.2166 14.4034 21.4054  0.139
H2 16.8833 13.3382 19.7885  0.100
H3 10.5800 19.2833 21.4761  0.098
H4 19.5546 21.8389 12.4050  0.117
H5 12.6506 22.3759 17.0195  0.111
H6 16.5491 13.5629 24.0560  0.077
H7 10.3695 23.9716 17.4158  0.083
H8 10.5324 21.8478 15.6096  0.104
H9 15.7293 17.5765 22.0829  0.072
O1 17.7583 18.0544 15.8779  -0.075
H10 9.1776 16.7249 11.6108  0.137
H11 13.5419 19.5861 15.4143  0.032
C1 14.5223 17.7018 14.2088  -0.029
H12 9.4992 14.4784 11.3495  0.085
H13 9.1262 19.0075 17.6256  0.115
H14 14.7490 11.7966 15.3312  0.041
C2 16.6001 17.4386 21.4419  -0.045
C3 14.8359 21.4462 13.7686  -0.112
H15 13.0520 14.9249 14.0522  0.073
H16 16.9642 17.5641 16.1028  0.029
C4 11.7698 21.8867 17.4354  -0.183
C5 20.7953 11.6528 15.3726  -0.291
H17 19.2614 22.5657 10.8334  0.112
H18 14.5993 14.1018 14.0399  0.059
O2 12.8517 21.3503 10.2546  -0.061
H19 15.1332 18.6906 16.8855  0.127
H20 12.7207 10.4527 11.6710  0.120
N2 14.7276 16.5750 10.1309  0.062
H21 13.1992 9.7049 14.2863  0.086
H22 8.5893 16.6136 18.2968  0.094
O3 17.5376 21.8328 11.5660  -0.106
H23 17.3839 16.7607 21.7799  0.065
H24 12.6657 22.5968 19.0426  0.097
H25 17.7725 14.4446 23.2184  0.068
H26 14.0903 9.8856 11.0924  0.110
O4 21.9628 12.2719 14.9940  -0.032
H27 20.1158 14.1024 20.2430  0.087
H28 8.7960 14.8074 12.9401  0.084
C6 16.0002 11.4094 16.8137  -0.444
H29 14.5415 15.0701 16.0344  0.068
H30 13.0027 21.0364 21.4193  0.111
H31 17.7678 19.1497 14.0058  0.062
H32 9.1813 19.2418 12.2023  0.072
C7 9.7195 14.8190 12.3612  -0.054
H33 13.5680 15.5243 21.6520  0.068
H34 12.5317 8.1830 11.8362  0.091
O5 11.5053 14.8059 17.4489  -0.097
H35 10.7986 21.7997 20.2865  0.034
H36 16.5428 14.9277 14.0323  0.099
C8 21.1633 10.5043 16.2675  -0.226
H37 12.8798 19.2977 10.2272  0.103
H38 16.0829 16.7076 11.2381  0.006
H39 11.8146 20.7977 17.4444  0.096
H40 11.1372 16.6255 19.5654  0.063
H41 15.6442 22.8344 11.9433  0.025
H42 11.8925 10.8842 17.1620  0.067
C9 11.4544 15.4217 21.0975  -0.373
H43 18.6552 20.8842 19.6721  0.086
O6 17.0476 12.2113 13.2310  -0.117
H44 17.7702 14.2451 15.0880  0.105
C10 16.5460 20.0743 21.0614  -0.179
H45 17.7559 14.6291 20.6814  0.104
H46 12.1739 22.6714 12.7788  0.065
H47 13.3918 19.5127 20.8294  0.101
H48 16.5094 18.9914 11.5811  0.114
H49 17.7015 24.2701 12.2519  0.107
C11 12.9962 15.6303 20.7301  -0.018
C12 18.7520 17.8648 16.8142  -0.237
C13 17.2535 13.4861 23.2277  -0.083
H50 19.3606 24.5328 12.2491  0.108
H51 20.4621 12.4139 19.7997  0.084
H52 17.8265 13.7157 11.9611  0.114
H53 10.2514 12.4643 16.9221  0.124
O7 10.5428 23.5955 16.5497  -0.086
H54 10.3628 12.7211 18.7081  0.126
H55 14.1161 22.5265 11.5777  0.024
H56 15.8468 14.5425 11.7342  0.097
O8 11.7837 22.2896 18.8206  -0.088
N3 18.0132 18.9342 22.7252  0.031
O9 18.1307 19.6106 13.2459  -0.078
H57 17.5816 12.5179 17.6838  0.066
H58 19.0509 17.8333 12.6909  0.120
H59 12.4246 22.4667 14.4368  0.044
H60 15.3463 9.0102 18.6195  0.086
H61 11.1953 20.3566 8.5075  0.112
H62 8.1668 16.6867 23.9788  0.079
C14 11.1588 19.9538 20.8409  -0.222
H63 11.1275 16.4995 13.9279  0.111
H64 20.1857 11.4061 14.5034  0.109
H65 17.7806 10.7292 17.5723  0.084
H66 9.7506 17.1650 24.5656  0.081
H67 13.1982 16.6526 20.4106  0.065
H68 12.7215 13.4540 18.3517  0.096
H69 17.4679 21.1363 12.2229  0.013
H70 9.5397 21.9173 17.1598  0.121
C15 15.0300 11.6607 17.9376  -0.136
H71 15.4423 9.3485 20.3961  0.087
O10 18.3616 15.5986 13.6592  -0.068
C16 15.4901 21.7637 16.0372  -0.128
O11 13.9070 15.0237 12.2885  -0.211
C17 18.4987 18.6659 12.2550  -0.200
C18 11.0349 16.3357 22.3040  -0.179
H72 13.8339 17.8257 13.3728  0.086
O12 16.7803 16.9896 11.8345  -0.112
H73 12.4618 24.1062 13.7951  0.078
H74 12.0821 19.9351 23.2650  0.097
H75 15.1304 22.7898 16.1134  0.090
H76 17.4735 18.2047 10.3486  0.120
H77 14.4498 16.7858 9.1830  0.094
O13 9.6658 16.0651 22.6867  -0.194
H78 15.8207 13.9831 21.7916  0.119
O14 17.3050 21.2894 21.0172  -0.199
H79 14.0456 11.2691 17.6811  0.104
H80 13.9987 9.5943 19.5341  0.084
H81 22.6162 11.5773 14.8836  0.067
C19 14.3354 22.8860 13.4423  -0.384
C20 9.4597 19.2554 13.2561  -0.092
H82 14.5943 13.3408 11.3790  0.124
C21 17.5577 14.5309 14.0578  -0.233
H83 15.9997 19.9612 20.1250  0.106
H84 13.0903 16.7440 15.4663  0.114
H85 15.8143 20.3321 21.8271  0.122
O15 12.7208 19.5198 22.6809  -0.072
H86 13.8815 16.8949 10.5802  0.066
H87 18.0412 12.7964 23.5308  0.079
O16 21.9371 9.4784 15.6256  -0.046
H88 18.8416 13.0638 13.1648  0.110
O17 9.8856 20.8288 10.0258  -0.068
H89 19.5891 16.5387 18.1736  0.119
C22 17.2940 18.2516 11.4227  -0.193
H90 11.7887 19.9360 11.4266  0.104
C23 9.1444 17.0543 23.6665  -0.068
H91 16.1684 17.2374 20.4615  0.064
H92 17.4489 11.5333 12.6825  0.090
H93 15.8146 10.4312 16.3703  0.133
H94 10.5194 14.3298 12.9169  0.076
C24 10.4569 22.1946 16.6402  -0.200
C25 9.5661 18.1642 17.0932  -0.225
C26 15.0791 9.6915 19.4273  -0.089
C27 12.2080 20.1294 10.4392  -0.244
H95 13.3623 14.9950 19.9236  0.052
C28 18.6284 23.7901 12.5660  -0.248
H96 11.6001 15.9930 23.1707  0.123
H97 20.2555 10.0643 16.6803  0.113
O18 18.5830 23.6884 13.9668  -0.069
O19 19.5395 15.4327 16.5224  -0.060
H98 22.7473 9.9167 15.3553  0.065
H99 18.4614 18.5291 17.6281  0.113
H100 13.1624 13.2789 13.3057  0.089
O20 10.7547 17.9574 17.7928  -0.096
H101 14.0157 17.5683 17.6048  0.119
N4 11.2200 16.3400 11.3327  0.058
H102 15.5778 15.3147 8.1885  0.081
C29 14.4053 10.4652 13.0940  -0.252
H103 15.1005 16.7881 14.0713  0.062
H104 20.1305 12.4075 15.7928  0.105
C30 10.8990 12.4496 17.7988  -0.221
H105 15.7963 11.6487 21.0010  0.024
C31 15.8128 14.7594 9.0966  -0.040
H106 16.2940 11.9806 14.9389  0.035
C32 15.1536 15.4209 16.8652  -0.093
H107 10.2257 21.7231 9.9479  0.082
C33 12.6136 20.0183 21.4010  -0.257
H108 9.5988 20.2994 13.5366  0.084
O21 15.4788 11.0330 19.1752  -0.225
C34 13.7021 17.6456 15.4960  -0.395
C35 17.5089 13.5678 20.6510  -0.211
H109 13.7578 14.7197 9.7217  0.141
C36 17.8272 13.4329 13.0138  -0.164
H110 15.8403 21.3392 13.3589  0.097
H111 11.5170 17.3043 11.3765  0.041
C37 14.8151 14.4077 11.4094  -0.198
H112 9.8733 15.4717 16.8649  0.011
O22 13.2280 8.4555 12.4383  -0.041
H113 17.8192 16.0041 12.9788  0.032
H114 13.5326 21.2914 9.5805  0.105
H115 15.6482 13.6843 9.0258  0.090
C38 13.6689 14.2270 13.4860  -0.049
H116 14.6134 11.4654 12.7140  0.084
C39 16.6128 13.2425 21.9021  -0.417
C40 14.6381 17.7329 16.7252  -0.134
H117 15.6608 21.2450 16.9805  0.072
C41 18.9146 16.4475 17.3223  -0.222
H118 11.4222 17.8290 17.1148  0.047
H119 19.7020 18.1397 16.3558  0.133
H120 11.2675 17.3760 22.0764  0.093
H121 19.3061 13.3252 18.8457  0.061
H122 8.5613 18.8939 13.7564  0.087
H123 15.3026 18.4484 14.3560  0.081
C42 13.5202 9.7977 12.0173  -0.237
H124 8.9283 18.0434 23.2628  0.074
H125 14.9037 23.6071 14.0298  0.120
H126 17.9385 16.0647 17.6203  0.103
H127 15.3312 9.8977 13.1875  0.125
H128 14.1877 20.7699 13.2114  0.119
H129 18.9985 15.4191 15.7294  0.024
C43 14.7117 15.1187 10.0667  -0.435
H130 14.5665 15.1669 17.7478  0.078
H131 18.1911 18.6483 20.6766  0.119
C44 17.8243 21.5855 19.7495  -0.112
C45 19.6868 13.1779 19.8564  -0.071
N5 14.7072 23.1964 12.0487  0.056
C46 10.9440 20.0188 9.5130  -0.219
H132 18.1363 11.6767 16.1491  0.059
N6 16.1464 11.8533 21.9260  0.058
H133 12.5213 13.1457 16.6630  0.113
H134 10.6078 18.9849 9.4349  0.110
H135 11.9333 15.7624 11.7541  0.036
O23 14.6926 21.0190 15.1936  -0.240
O24 10.6058 18.4045 13.4148  -0.228
C47 10.0116 16.2899 12.1616  -0.438
N7 12.8596 18.8495 15.5237  0.087
O25 13.6514 10.5516 14.2717  -0.076
H136 14.8769 12.7285 18.0938  0.104
O26 18.5989 12.6943 20.6778  -0.179
H137 19.2433 19.0945 11.5842  0.120
H138 18.2035 19.9137 22.8818  0.062
H139 16.8759 11.1645 22.0423  0.072
N8 15.6274 12.1554 15.6773  0.052
O27 11.4353 11.1431 17.9654  -0.063
C48 11.9846 13.4846 17.5491  -0.252
H140 11.0788 19.6212 19.8059  0.097
H141 18.5980 24.5491 14.3916  0.085
H142 18.2231 22.5997 19.7276  0.089
H143 9.8023 15.9906 20.2053  0.089
C49 12.7643 23.0773 13.6002  -0.014
C50 17.5097 11.6411 17.0402  -0.002
O28 9.0538 15.7512 16.4502  -0.100
O29 10.4327 21.1575 20.8992  -0.082
H144 9.4274 16.7270 14.1926  0.105
C51 17.3972 18.8054 21.4067  -0.399
H145 21.7154 10.8815 17.1282  0.126
C52 10.2430 16.9869 13.5178  -0.161
H146 16.7999 15.1175 9.3891  0.087
H147 9.8126 18.3298 16.0444  0.103
O30 15.6474 16.7197 16.7199  -0.216
H148 7.5824 17.2305 17.0348  0.108
H149 11.2370 15.0713 18.3316  0.011
H150 15.9781 14.7106 16.9259  0.075
H151 17.3619 18.7112 23.4643  0.069
C53 8.6084 16.9363 17.2558  -0.153
H152 17.1495 21.5398 18.8947  0.068
C54 18.8401 22.4270 11.8291  -0.173
H153 12.4538 18.7538 14.6038  0.042
H154 16.5078 21.7313 15.6482  0.094

The HOMO-LUMO gap is 8.47 eV. The charge is 0. Its highest occupied orbital energy is -8.4503 eV. The calculation puts the energy relative to the best compared isomer or geometry (same formula, charge and spin) at 227.1 kJ/mol.